ORCA calculation (ωB97M-V with the def2-TZVPD basis set) on C52H66F11O9Zn as an isolated structure.

Geometry as XYZ:
```
139
Properties=species:S:1:pos:R:3:lowdin_charge:R:1
Zn -1.29 -4.38 0.99 1.090
C -4.26 -4.05 -0.49 -0.422
O -4.00 -2.90 -1.23 -0.087
O -3.14 -4.44 0.20 -0.237
C -5.56 -3.98 0.32 -0.527
F -6.63 -4.32 -0.41 0.141
F -5.58 -4.79 1.38 0.128
F -5.83 -2.73 0.81 0.119
C -3.30 -2.87 -2.46 -0.233
C -3.40 -1.48 -3.04 -0.064
H -2.74 -1.38 -3.91 0.053
H -4.41 -1.32 -3.41 0.081
H -3.17 -0.63 -2.40 0.067
H -3.71 -3.64 -3.13 0.122
H -2.25 -3.14 -2.29 0.111
H -4.49 -4.80 -1.27 0.149
C -0.50 -1.32 -0.10 -0.408
O 0.87 -0.95 -0.24 -0.057
O -0.41 -2.57 0.39 -0.196
C -1.43 -0.25 0.52 -0.507
F -0.87 0.41 1.55 0.129
F -1.82 0.72 -0.35 0.113
F -2.60 -0.79 0.94 0.125
C 1.17 0.26 -0.90 -0.267
C 2.66 0.53 -0.83 -0.059
H 3.29 -0.23 -1.29 0.074
H 2.95 1.54 -1.14 0.060
H 2.90 0.51 0.24 0.057
H 0.61 1.10 -0.47 0.088
H 0.93 0.37 -1.96 0.094
H -0.75 -1.41 -1.17 0.139
C 6.31 -1.04 -2.44 -0.138
C 5.52 -2.21 -3.00 -0.604
O 4.53 -2.74 -2.23 -0.339
H 5.65 -0.19 -2.26 0.035
H 7.05 -0.83 -3.23 0.052
H 6.86 -1.29 -1.53 0.045
H 6.19 -3.02 -3.35 0.062
H 5.19 -1.87 -4.01 0.051
F -0.51 1.85 4.33 0.044
C -1.65 1.34 4.83 -0.269
C -2.84 1.45 4.14 -0.005
C -4.04 1.04 4.73 -0.103
C -4.03 0.64 6.04 -0.114
C -2.83 0.39 6.67 -0.084
C -1.64 0.86 6.14 -0.016
H -2.81 1.84 3.13 0.098
H -4.98 0.99 4.19 0.100
H -4.95 0.21 6.42 0.104
H -2.87 0.01 7.68 0.103
H -0.67 0.78 6.59 0.117
F -4.03 4.57 0.21 0.039
C -4.84 3.66 0.79 -0.259
C -4.30 2.40 1.02 -0.017
C -5.15 1.42 1.46 -0.095
C -6.50 1.66 1.64 -0.091
C -7.00 2.94 1.47 -0.084
C -6.17 3.99 1.05 -0.006
H -3.30 2.26 0.64 0.108
H -4.68 0.45 1.53 0.089
H -7.11 0.84 2.01 0.104
H -8.04 3.19 1.62 0.101
H -6.50 4.99 0.80 0.113
F 2.52 1.04 -7.66 0.044
C 3.08 1.39 -6.48 -0.285
C 2.96 0.53 -5.41 -0.012
C 3.52 0.92 -4.23 -0.069
C 4.21 2.13 -4.12 -0.091
C 4.44 2.97 -5.22 -0.072
C 3.84 2.55 -6.43 -0.027
H 2.47 -0.43 -5.54 0.102
H 3.51 0.30 -3.34 0.088
H 4.66 2.41 -3.18 0.097
H 4.97 3.90 -5.19 0.095
H 4.06 3.17 -7.29 0.103
F -4.21 2.43 -3.45 0.050
C -2.88 2.45 -3.21 -0.287
C -2.34 3.43 -2.38 -0.031
C -0.98 3.48 -2.20 -0.076
C -0.12 2.57 -2.86 -0.086
C -0.68 1.68 -3.78 -0.058
C -2.07 1.62 -3.92 -0.027
H -2.98 4.13 -1.85 0.099
H -0.62 4.32 -1.62 0.104
H 0.93 2.75 -2.70 0.098
H 0.02 1.15 -4.43 0.097
H -2.57 0.89 -4.55 0.109
F 4.55 4.99 0.48 0.054
C 3.59 4.47 1.28 -0.270
C 2.50 3.80 0.73 -0.005
C 1.50 3.32 1.57 -0.070
C 1.58 3.51 2.94 -0.115
C 2.65 4.22 3.47 -0.085
C 3.70 4.67 2.65 -0.015
H 2.32 3.77 -0.34 0.106
H 0.57 2.88 1.23 0.101
H 0.79 3.21 3.61 0.079
H 2.64 4.56 4.50 0.100
H 4.47 5.27 3.10 0.109
C 0.78 -1.34 3.95 -0.012
C 2.04 -1.02 3.14 -0.463
O 2.31 -1.75 2.22 0.094
C 2.91 0.12 3.61 0.003
H 0.82 -2.40 4.20 0.082
H -0.01 -1.15 3.22 0.064
H 0.68 -0.72 4.84 0.054
H 3.01 0.11 4.70 0.077
H 2.55 1.13 3.41 0.060
H 3.92 -0.01 3.24 0.067
C 2.13 -3.76 -4.72 -0.021
C 1.20 -2.98 -3.84 -0.509
O 1.41 -2.87 -2.65 0.100
C 0.07 -2.24 -4.47 -0.032
H 2.85 -4.33 -4.14 0.085
H 2.66 -3.06 -5.37 0.078
H 1.57 -4.39 -5.42 0.072
H 0.47 -1.51 -5.18 0.067
H -0.41 -1.63 -3.70 0.056
H -0.67 -2.92 -4.89 0.083
C -3.81 -1.79 3.41 0.000
C -3.31 -3.19 3.31 -0.428
O -2.26 -3.48 2.77 0.004
C -4.20 -4.26 3.91 -0.008
H -2.93 -1.15 3.53 0.084
H -4.47 -1.73 4.27 0.088
H -4.39 -1.49 2.54 0.081
H -4.16 -4.08 4.98 0.094
H -3.82 -5.27 3.75 0.088
H -5.24 -4.16 3.61 0.083
C 5.78 0.02 1.07 -0.036
C 5.83 -1.44 1.38 -0.512
O 4.92 -2.17 1.07 0.085
C 6.98 -1.98 2.20 -0.028
H 6.14 0.65 1.89 0.074
H 4.79 0.31 0.75 0.052
H 6.39 0.29 0.21 0.075
H 7.56 -2.69 1.60 0.082
H 6.52 -2.55 3.00 0.078
H 7.65 -1.19 2.54 0.064
```

Properties
Molar mass, g mol⁻¹: 1109.46
LUMO level, eV: -0.3
Charge: -1
Spin multiplicity: 1

ORCA calculation (ωB97M-V with the def2-TZVPD basis set) on a 12-piece molecular cluster, C52H68N14 overall.

Geometry as XYZ:
```
134
Properties=species:S:1:pos:R:3:lowdin_charge:R:1
C -3.45 1.22 2.65 -0.115
C -3.61 2.48 3.56 -0.241
C -4.39 3.67 2.90 -0.184
C -5.71 3.28 2.18 -0.203
N -6.84 3.38 3.16 -0.038
C -7.81 2.29 3.01 -0.322
C -8.98 2.55 3.95 -0.166
N -9.80 2.65 4.71 0.160
C -7.19 0.87 3.27 -0.107
C -7.25 0.06 1.98 -0.234
N -7.42 -0.40 0.97 0.160
H -2.90 0.46 3.25 0.078
H -4.42 0.77 2.37 0.033
H -2.85 1.42 1.73 0.056
H -4.00 2.20 4.56 0.107
H -2.58 2.86 3.74 0.099
H -4.64 4.40 3.70 0.094
H -3.73 4.23 2.20 0.113
H -5.88 4.05 1.39 0.123
H -5.66 2.31 1.64 0.101
H -7.34 4.23 2.89 0.115
H -8.21 2.29 1.97 0.145
H -7.73 0.32 4.07 0.124
H -6.13 0.91 3.60 0.093
C -3.41 -0.25 -1.69 -0.099
C -2.76 0.35 -2.81 -0.098
C -1.41 0.30 -2.57 -0.164
N -1.22 -0.30 -1.36 0.003
C -2.43 -0.64 -0.81 -0.150
H -4.47 -0.37 -1.55 0.092
H -3.24 0.76 -3.68 0.097
H -0.58 0.64 -3.16 0.113
H -0.32 -0.46 -0.93 0.122
H -2.49 -1.13 0.15 0.098
C 2.22 -4.17 0.41 -0.100
C 2.66 -3.85 -0.91 -0.098
C 2.51 -2.49 -1.06 -0.175
N 2.00 -1.99 0.11 -0.001
C 1.83 -3.01 1.01 -0.136
H 2.21 -5.15 0.86 0.094
H 3.03 -4.53 -1.66 0.097
H 2.72 -1.85 -1.90 0.105
H 1.79 -1.02 0.28 0.135
H 1.44 -2.81 2.00 0.107
C 7.25 -0.32 -1.91 -0.112
C 6.32 0.75 -1.82 -0.109
C 5.20 0.27 -1.20 -0.147
N 5.41 -1.06 -0.92 0.005
C 6.66 -1.42 -1.35 -0.137
H 8.24 -0.28 -2.35 0.070
H 6.47 1.76 -2.17 0.092
H 4.27 0.75 -0.93 0.102
H 4.75 -1.67 -0.47 0.113
H 7.02 -2.43 -1.21 0.106
C 11.87 2.14 -3.28 -0.106
C 11.51 2.23 -4.65 -0.107
C 10.85 1.08 -4.98 -0.153
N 10.80 0.29 -3.86 -0.011
C 11.41 0.93 -2.82 -0.138
H 12.40 2.88 -2.70 0.092
H 11.71 3.05 -5.32 0.092
H 10.41 0.75 -5.91 0.108
H 10.37 -0.62 -3.81 0.129
H 11.47 0.48 -1.84 0.108
C 12.46 -4.58 -5.25 -0.115
C 12.89 -4.25 -6.56 -0.114
C 12.74 -2.90 -6.71 -0.140
N 12.23 -2.40 -5.55 0.005
C 12.06 -3.41 -4.65 -0.149
H 12.44 -5.56 -4.79 0.089
H 13.27 -4.94 -7.30 0.090
H 12.95 -2.25 -7.55 0.106
H 12.02 -1.43 -5.38 0.111
H 11.67 -3.22 -3.66 0.100
C -2.63 8.40 5.43 -0.114
C -3.36 9.02 4.38 -0.114
C -4.51 8.28 4.20 -0.146
N -4.50 7.25 5.09 -0.003
C -3.36 7.32 5.85 -0.145
H -1.69 8.72 5.84 0.089
H -3.08 9.89 3.82 0.090
H -5.32 8.41 3.50 0.103
H -5.21 6.55 5.18 0.135
H -3.17 6.59 6.62 0.104
C 0.31 -2.12 -4.47 -0.112
C -0.70 -2.34 -5.44 -0.108
C -0.07 -2.66 -6.62 -0.144
N 1.28 -2.63 -6.40 0.007
C 1.52 -2.31 -5.09 -0.135
H 0.17 -1.85 -3.44 0.069
H -1.77 -2.28 -5.29 0.084
H -0.47 -2.90 -7.59 0.102
H 1.98 -2.82 -7.09 0.147
H 2.53 -2.24 -4.72 0.105
C -4.15 -2.47 5.23 -0.105
C -3.14 -3.17 4.52 -0.109
C -3.39 -3.00 3.18 -0.140
N -4.52 -2.23 3.06 0.015
C -4.98 -1.90 4.31 -0.143
H -4.25 -2.39 6.30 0.076
H -2.32 -3.74 4.94 0.090
H -2.88 -3.37 2.31 0.105
H -4.94 -1.95 2.19 0.131
H -5.86 -1.29 4.42 0.088
C -5.78 -3.15 -7.68 -0.115
C -5.13 -2.56 -8.79 -0.115
C -3.78 -2.61 -8.56 -0.144
N -3.59 -3.20 -7.34 0.007
C -4.80 -3.54 -6.80 -0.140
H -6.84 -3.28 -7.53 0.089
H -5.60 -2.14 -9.67 0.089
H -2.95 -2.27 -9.15 0.102
H -2.70 -3.36 -6.91 0.100
H -4.86 -4.03 -5.84 0.106
C -4.11 -3.38 11.45 -0.114
C -5.23 -3.63 10.62 -0.113
C -4.80 -3.54 9.32 -0.149
N -3.46 -3.24 9.34 -0.002
C -3.03 -3.15 10.64 -0.144
H -4.10 -3.37 12.53 0.090
H -6.24 -3.85 10.93 0.090
H -5.32 -3.66 8.38 0.100
H -2.89 -3.11 8.53 0.135
H -2.01 -2.92 10.86 0.104
C 0.45 4.63 0.87 -0.112
C 0.09 4.73 -0.50 -0.109
C -0.57 3.57 -0.83 -0.140
N -0.62 2.78 0.28 0.004
C 0.00 3.43 1.33 -0.151
H 0.98 5.37 1.45 0.091
H 0.29 5.55 -1.17 0.091
H -1.00 3.24 -1.76 0.100
H -1.04 1.87 0.33 0.107
H 0.06 2.97 2.30 0.102
```

Properties
Molar mass, g mol⁻¹: 889.21
LUMO level, eV: -0.1
SMILES: CCCCN[C@H](C#N)CC#N.c1cc[nH]c1.c1cc[nH]c1.c1cc[nH]c1.c1cc[nH]c1.c1cc[nH]c1.c1cc[nH]c1.c1cc[nH]c1.c1cc[nH]c1.c1cc[nH]c1.c1cc[nH]c1.c1cc[nH]c1
Spin multiplicity: 1